(1)
The following is a quantum chemistry calculation of a molecular structure, C3H7ClMgNO, from OMol25.

Structure (XYZ):
```
14
Properties=species:S:1:pos:R:3:forces:R:3:nbo_charge:R:1
Mg -2.54065 -2.69205 3.14053 -0.499 0.010 -1.737 1.722
Cl -3.20226 -2.61741 0.98930 0.482 -0.072 1.711 -0.717
C -0.49682 -0.70515 -0.58729 -0.398 -0.031 -0.468 0.523
O -0.33909 -1.58163 -1.40669 0.225 -0.286 0.170 -0.600
N 0.40766 0.22587 -0.24069 0.736 0.734 0.595 -0.436
C 0.02350 1.44890 0.41645 -0.938 0.746 0.017 -0.412
C 1.72404 0.26013 -0.84210 0.238 -0.491 -1.212 -0.430
H -1.45809 -0.58273 -0.06155 -0.048 0.132 0.108 0.087
H 0.11720 2.30922 -0.25539 0.301 -0.110 -0.048 0.209
H 0.57328 1.68109 1.32972 0.223 -0.271 -0.066 0.198
H -1.04409 1.46380 0.65948 0.086 -0.378 0.085 0.203
H 2.44588 0.83426 -0.26871 -0.174 -0.133 0.407 0.211
H 2.07739 -0.75357 -1.02984 0.028 -0.004 0.337 0.234
H 1.71206 0.70927 -1.84322 -0.263 0.152 0.102 0.208
```
Positions in Å, forces in eV/Å.

Computed properties:
- total charge = +1
- HOMO energy (eV) = -11.85

(2)
The following is a quantum chemistry calculation of a molecular structure, C39H45KN6O2, from OMol25.

Structure (XYZ):
```
93
Properties=species:S:1:pos:R:3:forces:R:3:lowdin_charge:R:1
K 0.25160 0.85500 -0.74270 0.482 0.542 -0.994 0.912
C 4.53530 0.62580 5.38930 -0.035 0.019 -0.104 -0.057
C 3.35080 0.45480 4.48410 -0.272 0.182 0.681 -0.283
C 2.07630 0.65830 4.92480 0.497 -0.014 -0.093 -0.010
C 0.92270 0.51280 4.10250 0.111 -0.012 -0.263 -0.114
C -0.27960 0.74940 4.76570 -0.644 0.117 -0.007 -0.011
N -1.56110 0.88840 4.41340 0.681 -0.169 0.600 0.062
C -2.17510 1.06730 3.11920 -0.280 0.211 -0.680 -0.176
C -3.70150 0.99640 3.26340 0.109 0.039 -0.144 -0.144
C -4.54030 1.58220 2.08640 0.103 0.109 0.212 -0.192
N -5.14460 0.73040 1.05980 -0.416 -0.208 -0.008 -0.007
C -4.52640 -0.29350 0.19770 0.060 -0.036 0.078 -0.208
C -4.27520 0.01630 -1.29710 0.152 -0.032 0.009 -0.052
C -5.29520 -0.35360 -2.17280 0.303 0.067 -0.345 0.015
C -5.13130 -0.45020 -3.55040 -0.136 -0.068 0.099 -0.271
C -6.29710 -0.73680 -4.45230 0.117 -0.055 -0.017 -0.055
C -3.84360 -0.36550 -4.06020 0.193 0.100 0.316 0.009
C -2.78180 0.01240 -3.24400 -0.782 0.238 0.415 -0.103
C -1.40720 -0.14930 -3.70130 0.505 -0.271 -0.458 -0.080
N -0.38670 -0.16230 -2.94870 -0.541 -0.130 -0.323 -0.025
C 0.88060 -0.61830 -3.44650 0.426 -0.170 -0.722 -0.231
C 2.08150 -0.23420 -2.56530 0.007 -0.069 -0.224 -0.192
C 2.26420 -1.09880 -1.30130 0.377 -0.463 -0.321 -0.231
N 2.12500 -0.35680 -0.08590 1.158 -0.438 1.056 -0.075
C 2.75740 -0.67410 0.95780 0.484 -0.480 -0.511 -0.106
C 2.49340 -0.11900 2.27770 0.398 0.263 0.558 -0.112
C 3.53820 0.03800 3.15210 -0.722 0.005 -0.599 0.017
C 1.10620 0.06820 2.71500 -0.373 -0.151 0.406 -0.294
O 0.15610 -0.27390 2.00850 0.163 0.079 0.062 0.016
C -3.05640 0.40250 -1.90960 -0.571 -0.258 -0.847 -0.192
O -2.10970 1.16340 -1.38330 -0.488 0.365 -0.100 -0.055
H 4.20990 0.83220 6.40630 0.067 0.026 0.073 0.073
H 5.16530 1.45010 5.05250 0.076 0.026 0.056 0.080
H 5.14340 -0.27880 5.39670 0.093 -0.019 0.066 0.078
H 1.92880 0.95900 5.95400 -0.008 0.028 0.132 0.113
H -0.16460 0.86660 5.84160 -0.008 0.007 -0.063 0.131
H -2.19280 1.06160 5.18290 0.196 -0.001 0.045 0.135
H -1.73660 0.33120 2.44310 -0.146 0.231 0.298 0.083
H -1.89330 2.04370 2.69700 0.024 -0.209 0.137 0.132
H -3.96070 1.61710 4.12890 -0.045 -0.038 0.051 0.107
H -4.02630 -0.02300 3.49400 -0.044 0.046 0.119 0.108
H -3.96960 2.40420 1.65090 -0.056 0.035 -0.027 0.102
H -5.41870 2.05230 2.53850 0.137 0.028 -0.009 0.119
H -5.96170 0.30640 1.47650 0.019 0.105 -0.134 0.106
H -5.29140 -1.08150 0.15260 0.166 0.182 0.036 0.141
H -6.26900 -0.58410 -1.76270 -0.109 -0.034 0.127 0.121
H -7.23240 -0.72850 -3.89800 -0.069 -0.040 0.004 0.072
H -6.18160 -1.70730 -4.93290 -0.099 -0.089 -0.071 0.078
H -6.36170 0.01440 -5.23750 -0.067 0.045 -0.071 0.079
H -3.65880 -0.61340 -5.09620 0.062 -0.018 -0.155 0.121
H -1.33110 -0.41880 -4.77010 0.078 0.034 0.072 0.133
H 1.05930 -0.24930 -4.47070 -0.020 -0.099 0.114 0.121
H 0.84650 -1.71610 -3.49900 0.046 0.082 -0.081 0.128
H 1.99350 0.81680 -2.27660 0.406 -0.058 -0.305 0.080
H 2.97650 -0.33140 -3.18310 -0.042 0.139 0.035 0.112
H 3.22480 -1.64290 -1.34350 -0.199 0.043 0.015 0.122
H 1.46290 -1.84190 -1.27760 -0.010 -0.148 -0.064 0.117
H 3.54890 -1.44760 0.93590 -0.081 0.069 -0.116 0.135
H 4.54710 -0.15650 2.80810 0.087 -0.113 -0.057 0.126
C 1.66780 3.61570 2.02150 0.036 -0.109 -0.237 -0.078
C 1.20110 3.51480 0.57260 -0.042 -0.006 0.118 -0.223
C -0.11660 4.21190 0.33380 0.080 0.093 -0.196 -0.181
C -0.10190 5.58770 0.27930 -0.098 0.010 -0.012 -0.076
C -1.25390 6.30190 -0.00110 -0.051 0.192 -0.083 -0.115
C -2.38690 5.58810 -0.33590 0.169 0.211 0.125 -0.090
C -2.45910 4.20040 -0.31360 0.038 -0.061 0.127 -0.146
C -3.77170 3.69310 -0.89340 0.106 -0.085 -0.206 -0.205
C -3.74360 3.75660 -2.42420 -0.120 -0.101 0.110 -0.079
C -1.32100 3.46140 0.15320 -0.295 0.609 0.133 -0.203
N -1.19370 2.16080 0.50690 -0.826 -0.474 0.706 -0.078
C -2.13650 1.23010 0.07550 -0.253 1.182 0.558 -0.370
C -2.03040 -0.24220 0.39150 -0.166 -0.830 0.019 -0.233
C -3.27900 -0.95490 0.82910 0.003 -0.184 -0.077 -0.177
C -2.95140 -2.35250 0.42170 0.186 0.029 -0.138 -0.001
C -1.71670 -2.32510 -0.09760 -0.565 -0.712 0.250 -0.085
N -1.19110 -1.04580 -0.16420 -0.300 0.371 0.261 0.061
H 2.61060 3.08770 2.14570 0.176 -0.064 0.167 0.065
H 0.92730 3.16260 2.67440 -0.101 -0.026 0.172 0.068
H 1.80720 4.65650 2.30450 -0.013 0.084 0.110 0.070
H 1.11730 2.45730 0.32110 0.352 0.727 0.353 0.024
H 1.95760 3.97370 -0.07700 -0.030 -0.115 0.026 0.116
H 0.83140 6.10910 0.44780 0.121 0.068 0.037 0.107
H -1.25830 7.38210 -0.00080 0.005 0.078 -0.048 0.087
H -3.27580 6.13240 -0.63090 -0.092 0.052 -0.035 0.106
H -4.57570 4.34470 -0.53510 0.018 -0.096 0.033 0.110
H -4.05970 2.68460 -0.62150 -0.025 -0.009 0.138 0.068
H -3.59350 4.77560 -2.77500 0.020 0.088 -0.011 0.070
H -4.68310 3.38080 -2.82870 -0.094 -0.019 -0.140 0.071
H -2.93380 3.14170 -2.81090 0.083 -0.031 -0.052 0.068
H -3.15510 1.50580 0.32980 0.049 -0.055 -0.177 0.088
H -3.44100 -0.95950 1.90580 0.126 0.046 0.043 0.138
H -3.58060 -3.20140 0.60700 -0.088 -0.238 -0.007 0.104
H -1.13210 -3.14710 -0.47100 0.072 -0.195 -0.025 0.107
```
Positions in Å, forces in eV/Å.

Computed properties:
- HOMO energy (eV) = -5.73

(3)
The following is a quantum chemistry calculation of a molecular structure, C22H18Co2NO6, from OMol25.

Structure (XYZ):
```
49
Properties=species:S:1:pos:R:3:forces:R:3:nbo_charge:R:1
C 2.88294 3.35133 4.08797 -0.255 0.098 0.443 -0.633
C 1.83354 3.24742 3.04927 0.124 -0.182 -0.918 0.111
C 2.00761 2.99145 1.70849 0.300 0.126 0.472 -0.281
C 0.74274 2.97775 1.10429 -0.619 0.171 0.007 -0.287
C -0.19757 3.21580 2.08019 0.718 -0.101 -0.776 0.133
C -1.66777 3.26563 1.91645 -0.223 0.094 0.434 -0.643
N 0.47727 3.38757 3.27431 -0.287 0.037 0.322 -0.338
C -0.13477 3.67275 4.57216 0.409 -0.140 -0.558 -0.401
H 3.87764 3.19269 3.66736 -0.211 0.000 -0.078 0.229
H 2.86348 4.33836 4.55287 0.139 0.070 0.184 0.201
H 2.72190 2.60725 4.86989 0.128 -0.016 0.180 0.204
H 2.95306 2.81566 1.22009 0.028 0.000 0.063 0.214
H 0.53325 2.77889 0.06483 -0.084 0.021 0.065 0.227
H -1.96108 3.08191 0.88121 0.200 -0.019 0.116 0.245
H -2.14694 2.51166 2.54365 -0.198 -0.035 -0.029 0.209
H -2.05175 4.24394 2.21052 -0.217 0.064 -0.008 0.200
H -1.21801 3.73563 4.48115 0.101 -0.039 -0.129 0.215
H 0.10949 2.88157 5.27991 -0.024 -0.009 0.102 0.198
H 0.23725 4.62234 4.95486 -0.015 0.055 0.106 0.194
O -2.87651 1.76862 -2.50887 -0.376 0.509 -0.355 -0.543
C -2.29008 0.87438 -2.11832 0.822 -0.985 1.005 0.507
Co -1.39911 -0.59219 -1.45063 0.450 0.707 -0.086 -0.110
C -0.17317 -0.11777 -0.23112 -1.095 0.208 -1.473 0.523
O 0.61553 0.11018 0.55521 0.626 0.010 0.800 -0.550
C -2.47816 -1.78164 -0.70104 -0.014 0.486 -0.297 0.451
O -3.13394 -2.60075 -0.25831 -0.655 -0.705 0.580 -0.557
C 0.03874 -1.89043 -2.31291 -2.574 1.241 0.362 -0.214
C -0.05489 -3.08274 -1.39627 0.996 0.617 -1.021 -0.127
C 0.56402 -3.03950 -0.14885 0.407 0.084 0.318 -0.203
C 0.40552 -4.05843 0.77542 0.246 0.440 -0.212 -0.209
C -0.34539 -5.16435 0.44226 -0.034 -0.524 0.162 -0.246
C -0.94551 -5.23927 -0.79653 -0.046 -0.138 0.046 -0.219
C -0.78183 -4.21905 -1.71267 -0.136 -0.231 -0.272 -0.179
C -1.02030 -1.41433 -3.23289 1.492 -3.436 -3.214 -0.372
C -1.78907 -2.34054 -4.04280 1.462 3.723 2.497 -0.218
Co 0.85672 -0.66879 -3.74123 -1.595 -0.889 1.771 -0.035
C 1.46002 -1.77379 -5.04545 -0.359 0.915 0.652 0.480
O 1.82927 -2.47904 -5.85944 0.272 -0.603 -0.600 -0.549
C 2.17476 -0.29214 -2.55725 -0.438 0.212 -1.163 0.539
O 2.98982 -0.07678 -1.79188 0.299 -0.027 0.476 -0.539
C 0.21461 0.94326 -4.30412 0.909 -1.289 0.350 0.536
O -0.17904 1.95035 -4.65950 -0.342 0.495 -0.160 -0.541
H 1.15651 -2.16724 0.09275 -0.003 -0.141 0.086 0.222
H 0.85812 -3.99156 1.75632 0.125 0.059 -0.034 0.204
H -0.39803 -5.99676 1.12433 -0.247 -0.111 0.212 0.196
H -1.55995 -6.09432 -1.03797 0.016 -0.125 -0.142 0.199
H -1.22629 -4.30600 -2.68742 -0.064 -0.063 -0.127 0.196
H -1.89825 -2.16597 -5.09818 0.069 -0.102 -0.404 0.186
H -2.47638 -3.01301 -3.57211 -0.228 -0.537 0.246 0.174
```
Positions in Å, forces in eV/Å.

Computed properties:
- total charge = -1
- HOMO energy (eV) = -3.46

no.,orbital gap (Eh)
1,0.13549
2,0.20192
3,0.19892